# 1
C15H10AsBrI2MnN2OS4 as an isolated structure, computed with the ωB97M-V functional and the def2-TZVPD basis.

Geometry as XYZ:
```
37
Properties=species:S:1:pos:R:3:forces:R:3:mulliken_spin:R:1
I -4.124 -2.538 -3.567 -0.06 -0.05 -0.06 0.001
I -0.118 -4.151 0.525 0.09 -0.08 0.10 0.001
Br 3.188 2.567 3.194 -0.14 0.05 -0.01 0.004
As -2.493 4.578 1.780 0.02 -0.18 -0.29 0.010
Mn -0.025 1.109 1.341 -0.46 0.10 0.34 4.705
S -0.705 1.497 3.601 0.23 0.20 -0.22 0.103
S -3.966 3.090 1.229 0.22 0.23 0.00 0.005
S -1.579 5.428 -0.015 -0.15 -0.13 0.26 0.003
S -0.332 3.225 2.385 -0.21 0.24 0.20 0.041
O -0.063 -0.953 0.882 0.09 -0.17 -0.18 0.051
N -1.413 1.001 -0.359 0.15 0.14 -0.17 0.047
N 2.358 1.091 0.990 0.33 -0.20 0.11 0.064
C -2.600 -0.599 -1.727 -0.31 0.17 -0.29 0.001
C -3.287 0.505 -2.324 0.12 -0.03 0.13 0.008
C -2.059 2.014 -0.905 -0.17 -0.63 -0.05 0.007
C -1.143 -2.611 -0.426 -0.17 -0.11 -0.19 0.016
C 2.442 0.061 0.127 0.02 0.15 0.17 -0.030
C 3.228 -2.173 -0.677 0.00 -0.15 0.00 -0.001
C 3.130 1.060 2.073 -0.11 -0.44 -0.39 0.014
C -0.898 -1.302 -0.025 -0.06 0.25 0.02 -0.034
C -3.032 1.780 -1.919 0.28 -0.13 0.28 0.003
C 3.956 -1.101 1.515 -0.15 -0.04 -0.15 0.011
C -2.783 -1.967 -2.067 0.09 0.07 0.09 0.008
C -2.070 -2.944 -1.429 0.03 0.04 0.05 -0.003
C 3.926 -0.037 2.397 -0.11 0.16 -0.21 -0.011
C -1.674 -0.289 -0.730 0.17 0.29 0.14 -0.015
C 3.226 -1.062 0.323 0.11 0.31 0.31 -0.005
H 4.241 -2.416 -1.001 0.04 -0.03 -0.01 0.000
H -1.805 3.027 -0.601 0.03 -0.04 0.00 -0.005
H 4.495 -0.031 3.315 0.01 -0.04 -0.02 0.000
H 2.773 -3.071 -0.255 0.01 -0.01 0.01 -0.001
H 2.643 -1.903 -1.554 -0.01 0.02 -0.03 0.000
H 4.544 -1.978 1.759 0.05 -0.03 -0.03 0.002
H -3.558 2.634 -2.318 -0.04 0.01 -0.04 0.000
H -2.214 -3.984 -1.686 -0.01 0.00 -0.02 -0.001
H -4.025 0.307 -3.090 -0.01 0.01 -0.01 0.001
H 1.817 0.136 -0.762 0.05 0.03 0.16 0.000
```
Forces are in eV/Å.

Results
Net charge ... -2
2S+1 ... 6
Frontier orbital gap (spin up / spin down) ... 3.91 / 3.95 eV
E ... -8911.472776 hartree
Molecular weight ... 826.1 Da
Energy relative to the best compared isomer or geometry (same formula, charge and spin) ... 0.0 kJ/mol
⟨S²⟩ ... 8.763


# 2
A 6-piece molecular cluster, C4H21N2O5 overall, computed with the ωB97M-V functional and the def2-TZVPD basis.

Geometry as XYZ:
```
32
Properties=species:S:1:pos:R:3:forces:R:3:lowdin_charge:R:1
O -1.764 -2.586 0.624 -0.67 0.24 0.94 -0.045
O 2.060 -0.861 0.228 -0.31 0.11 -0.08 -0.050
O 2.801 1.879 1.393 0.12 0.37 0.54 -0.048
O -0.258 -2.407 -2.668 -0.06 -0.62 -0.14 -0.053
O 0.639 -1.650 2.544 0.56 0.25 0.29 -0.049
N -0.971 -0.270 -0.741 0.17 -0.02 -1.85 0.198
N -1.018 1.221 1.583 0.23 0.24 -0.17 0.017
C -0.265 2.084 0.663 -0.05 0.85 -0.06 -0.254
C -0.993 2.205 -0.654 0.53 0.99 -1.29 -0.145
C -0.243 0.945 -2.707 -0.26 -0.03 -1.27 0.112
C -0.760 1.010 -1.501 0.36 -0.66 0.33 -0.283
H -1.819 1.731 1.938 -0.02 -0.09 0.08 0.099
H 2.275 -0.268 0.960 0.14 0.05 -0.07 0.014
H 2.414 2.128 2.243 -0.09 -0.19 -0.06 0.057
H -0.621 3.045 -1.249 0.55 -0.05 0.20 0.131
H -2.020 2.538 -0.616 -0.73 -0.57 0.63 0.127
H -0.022 -1.900 3.194 -0.26 0.04 -0.25 0.044
H -0.426 0.985 2.366 -0.05 -0.21 0.28 0.079
H -1.200 0.001 0.233 -0.05 -0.42 0.44 0.088
H 0.277 -1.508 1.665 -0.19 -0.25 0.15 -0.015
H -0.122 0.036 -3.282 0.10 -0.35 0.55 0.066
H 0.729 1.710 0.479 0.19 -0.71 -0.08 0.085
H -1.690 -0.808 -1.224 -0.37 0.06 0.46 0.144
H -0.021 3.084 1.020 -0.49 0.18 0.45 0.121
H 3.590 2.437 1.390 0.07 -0.22 -0.33 0.065
H -2.730 -2.534 0.698 0.05 -0.14 -0.56 0.067
H -0.023 1.799 -3.339 -0.11 0.35 0.56 0.089
H -0.166 -0.910 -0.834 0.17 0.48 0.42 0.115
H -0.586 -3.217 -2.252 -0.03 0.20 0.21 0.056
H -1.571 -2.587 1.578 0.50 -0.24 -0.40 0.042
H 0.129 -2.769 -3.480 0.02 0.41 0.10 0.065
H 2.912 -1.178 -0.085 -0.04 -0.06 -0.04 0.060
```
Forces are in eV/Å.

Results
Net charge ... +1
Frontier orbital gap ... 10.77 eV
E ... -650.472160 hartree
Molecular weight ... 177.2 Da
Energy relative to the best compared isomer or geometry (same formula, charge and spin) ... 156.3 kJ/mol


# 3
C36H37NP2ReS as an isolated structure, computed with the ωB97M-V functional and the def2-TZVPD basis.

Geometry as XYZ:
```
78
Properties=species:S:1:pos:R:3:forces:R:3:mulliken_spin:R:1
Re -1.296 0.706 -0.712 -2.55 1.48 8.92 0.954
S -2.182 0.546 4.435 -0.03 -0.17 -0.29 0.205
P -0.826 -1.527 0.438 0.06 0.06 -0.50 0.486
P 2.602 -0.299 0.844 0.18 0.57 0.90 0.023
N -1.379 0.779 1.774 -0.28 -0.13 0.08 0.123
C -2.241 -0.347 -2.129 -1.08 -1.98 -2.44 0.024
C -1.308 -1.113 -3.063 0.05 0.07 -0.39 0.029
C -3.691 -4.493 0.442 0.01 -0.07 0.09 0.009
C -0.555 2.753 -2.734 -0.85 0.41 -0.89 0.031
C 4.340 2.665 -1.382 0.02 -0.13 0.00 0.001
C -4.035 3.531 0.384 0.05 -0.23 -0.15 -0.019
C -3.007 1.383 0.489 0.08 -0.36 0.92 0.329
C 1.468 0.017 2.170 -0.32 -0.01 0.30 0.076
C -2.647 -3.656 0.044 0.07 0.20 0.11 0.030
C -5.363 1.477 0.366 0.24 -0.30 -0.07 -0.012
C -4.185 -4.456 1.750 0.31 0.22 -0.08 0.001
C -4.203 0.699 0.540 -1.28 0.22 -0.13 0.067
C 5.327 -0.648 1.377 -0.05 -0.16 0.01 0.001
C 3.892 1.422 -0.922 -0.08 0.16 0.03 -0.004
C 3.805 -2.456 1.980 0.21 0.23 -0.23 0.006
C 0.018 -0.324 -3.143 0.49 -0.55 -0.27 0.062
C 4.034 -1.157 1.502 -0.07 -0.13 -0.50 0.001
C 3.964 3.853 -0.751 -0.20 -0.46 0.07 0.000
C 4.888 -3.247 2.335 -0.50 0.05 0.11 0.000
C 2.603 2.555 0.783 -0.04 -0.49 0.05 0.000
C 1.889 -1.548 -0.228 -0.93 -0.77 -1.08 0.263
C -2.581 -2.721 2.272 0.31 0.41 -0.27 0.055
C 3.060 3.786 0.307 -0.03 -0.09 0.12 0.000
C -1.770 0.623 2.918 0.54 0.62 -1.12 0.055
C 3.041 1.339 0.198 0.25 0.47 -0.69 0.015
C -1.823 2.011 -3.275 0.29 1.25 -0.81 0.041
C -2.879 2.771 0.587 -0.32 -0.16 -0.46 0.123
C -5.269 2.879 0.267 0.29 -0.03 -0.33 0.101
C -2.066 -2.749 0.956 -0.67 -0.37 0.08 0.045
C 0.702 -2.245 -0.070 0.91 0.54 -0.13 -0.099
C 0.304 0.503 -1.889 2.47 -0.66 -1.31 -0.028
C 0.028 1.916 -1.649 1.42 -0.15 -1.41 0.027
C 6.180 -2.758 2.213 0.04 0.31 -0.07 0.001
C -2.463 1.075 -2.276 -1.00 -0.11 -1.81 0.030
C 6.396 -1.468 1.734 -0.21 0.10 0.10 0.002
C -3.623 -3.557 2.658 -0.06 -0.16 -0.08 0.006
H 0.605 -3.260 -0.472 0.22 0.23 -0.20 0.030
H -1.598 1.516 -4.233 -0.27 0.20 0.35 0.000
H -0.765 3.793 -2.412 -0.31 -0.70 0.24 -0.004
H -2.282 -3.692 -0.978 -0.10 -0.08 0.04 0.001
H 1.245 0.207 -1.414 -0.22 0.10 -0.22 -0.021
H -4.008 -3.513 3.675 0.17 0.04 -0.20 0.000
H 1.892 2.548 1.610 0.28 0.00 -0.16 -0.001
H -2.562 2.796 -3.445 -0.03 -0.21 -0.45 -0.004
H 4.698 -4.243 2.703 0.11 -0.10 0.04 0.000
H 4.998 2.710 -2.244 -0.04 -0.09 0.11 0.000
H -4.136 -5.193 -0.263 0.21 0.20 0.05 0.000
H 4.359 4.815 -1.082 -0.17 -0.34 0.03 0.000
H -6.342 1.003 0.251 0.38 0.12 0.19 0.001
H -6.160 3.472 0.051 0.23 -0.24 0.26 0.006
H -4.992 -5.126 2.063 0.32 0.31 -0.19 0.000
H 0.165 2.945 -3.545 -0.01 -0.48 0.14 -0.002
H 7.397 -1.088 1.640 0.24 0.05 0.00 0.000
H -3.969 4.611 0.296 -0.07 -0.15 0.21 0.000
H -4.218 -0.394 0.637 -0.19 0.47 -0.11 0.013
H 2.708 4.709 0.770 0.10 -0.32 -0.03 0.000
H -1.901 3.193 0.780 -0.02 0.30 -0.05 -0.004
H 0.833 2.431 -1.140 -0.06 -0.18 0.78 -0.018
H 5.477 0.363 0.998 0.12 -0.33 0.13 0.000
H -1.151 -2.169 -2.757 0.01 0.68 0.40 0.003
H 0.836 -1.046 -3.196 0.02 0.05 -0.32 -0.005
H 2.045 0.413 3.034 -0.56 -0.17 -0.49 0.003
H 2.788 -2.839 2.017 0.23 -0.08 0.13 -0.008
H -1.755 -1.256 -4.061 0.02 0.42 0.23 -0.004
H 4.201 0.512 -1.444 0.02 0.31 0.17 -0.001
H 0.064 0.282 -4.053 0.07 -0.08 0.21 -0.001
H -3.145 -0.956 -1.897 0.63 0.60 0.45 0.007
H 0.926 -0.907 2.428 0.45 0.28 0.23 -0.036
H 2.547 -1.832 -1.073 -0.07 -0.32 0.89 -0.011
H -3.491 1.366 -2.064 0.14 0.00 0.34 0.008
H 0.693 0.703 1.791 0.51 -0.07 0.54 -0.020
H -2.168 -2.014 2.988 -0.09 -0.17 -0.03 0.010
H 7.019 -3.381 2.499 -0.03 0.07 -0.08 0.000
```
Forces are in eV/Å.

Results
Net charge ... +2
2S+1 ... 4
Frontier orbital gap (spin up / spin down) ... 5.90 / 6.24 eV
E ... -2607.135221 hartree
Molecular weight ... 763.9 Da
Energy relative to the best compared isomer or geometry (same formula, charge and spin) ... 90.6 kJ/mol
⟨S²⟩ ... 3.803


# 4
A 8-piece molecular cluster, C29H59INO9S overall, computed with the ωB97M-V functional and the def2-TZVPD basis.

Geometry as XYZ:
```
100
Properties=species:S:1:pos:R:3:forces:R:3:lowdin_charge:R:1
I 2.293 6.266 -7.885 -0.54 -1.12 -0.39 0.693
S 0.346 2.686 -1.582 -2.90 5.62 2.07 0.803
O -6.017 -1.065 6.649 1.25 -0.19 0.17 0.036
O -1.675 -3.985 6.960 1.67 -0.36 0.27 0.042
O 4.498 -1.893 -4.845 0.03 -1.14 0.64 0.026
O -1.089 3.281 -1.362 4.88 -2.76 -1.17 -0.420
O -1.817 -1.005 10.611 -0.08 -1.17 0.95 0.039
O -0.941 0.666 1.059 -0.78 0.23 -0.19 0.011
O 1.374 3.778 -1.932 -2.31 -3.95 0.00 -0.422
O -5.154 -2.069 2.409 -1.45 -0.04 -0.32 0.030
O 5.810 4.378 -11.529 0.08 1.34 0.80 0.046
N 1.593 2.528 -4.705 0.02 -0.11 -0.42 -0.084
C -2.157 0.829 1.144 0.82 -0.16 -0.13 -0.482
C -4.080 -2.326 6.049 -0.57 -0.15 -0.08 -0.026
C 3.470 0.821 -4.677 -0.98 2.13 1.16 -0.124
C 4.916 -4.230 -5.106 0.00 0.32 -0.43 -0.017
C -2.756 2.205 1.253 0.53 0.22 0.07 -0.028
C 2.470 3.227 -7.121 0.07 -0.30 -1.32 -0.268
C -3.104 -0.342 1.144 0.64 -0.09 0.03 -0.029
C 0.328 -3.344 8.091 -0.44 0.29 0.15 -0.019
C 5.138 6.666 -11.413 -0.22 -0.23 -0.39 -0.028
C -7.363 -2.168 3.310 0.45 -0.08 0.32 -0.012
C 0.262 -5.246 6.360 -0.42 -0.17 -0.28 -0.025
C 3.062 2.354 -4.265 2.95 0.02 1.97 -0.125
C 1.354 2.437 -6.219 -0.15 1.16 -2.81 -0.128
C 0.212 1.234 -2.712 -0.76 -1.57 -0.15 -0.206
C 2.031 0.092 -4.242 1.02 -0.33 -3.12 -0.104
C 0.913 1.301 -4.166 -1.57 -3.66 0.76 -0.278
C -4.813 -1.254 6.812 -1.32 0.17 -0.33 -0.484
C -0.703 -2.722 11.840 0.34 0.24 -0.29 -0.031
C 6.821 5.630 -9.765 0.18 -0.48 0.02 -0.028
C 1.792 4.141 -8.346 0.36 -0.99 0.26 -0.574
C -0.471 -4.175 7.122 -1.50 0.25 -0.18 -0.473
C 5.914 5.461 -10.954 -0.16 -1.41 -0.80 -0.497
C 4.483 -3.147 -2.813 -0.10 0.48 0.03 -0.020
C -3.228 -2.277 12.058 -0.25 0.36 -0.25 -0.023
C 4.621 -2.991 -4.304 -0.06 1.00 -0.67 -0.475
C -6.364 -2.033 2.192 1.28 -0.10 0.48 -0.474
C -6.902 -1.853 0.798 0.47 0.04 -0.26 -0.024
C -4.014 -0.424 7.781 -0.45 0.22 0.14 -0.020
C -1.908 -1.919 11.429 0.05 1.18 -1.03 -0.491
H 0.312 2.983 -6.418 2.13 -1.42 0.62 0.162
H -6.067 -1.769 0.094 -0.17 -0.04 0.15 0.074
H -3.224 0.111 7.248 0.12 -0.18 0.14 0.088
H -6.831 -2.292 4.259 -0.15 0.11 -0.18 0.065
H 4.525 6.396 -12.279 0.16 0.04 0.19 0.087
H -0.533 -2.614 12.914 -0.08 -0.22 -0.04 0.087
H -0.852 -3.774 11.582 -0.03 0.00 0.24 0.086
H 3.789 3.249 -4.566 -1.98 -2.07 0.02 0.156
H -0.948 1.011 -2.886 2.53 0.96 0.69 0.146
H 1.796 -0.516 -5.219 0.15 0.88 2.05 0.122
H 5.868 -4.662 -4.787 -0.18 -0.14 0.08 0.093
H -7.497 -0.937 0.745 -0.16 -0.18 0.00 0.089
H 3.713 0.921 -5.821 -0.36 -1.24 2.31 0.122
H 3.655 -3.824 -2.585 0.21 -0.13 0.05 0.091
H -0.440 -5.765 5.698 0.14 0.13 0.16 0.085
H 3.163 3.964 -6.534 -1.33 -1.80 -0.94 0.054
H 0.045 0.918 -4.890 1.96 1.51 1.45 0.171
H 1.118 -2.809 7.559 0.11 -0.17 0.13 0.089
H -7.510 -2.717 0.519 -0.14 0.19 0.04 0.088
H -4.673 0.309 8.259 0.13 -0.16 -0.11 0.085
H 7.317 4.678 -9.548 -0.11 0.21 -0.08 0.084
H -3.306 2.298 2.193 -0.16 -0.06 -0.16 0.092
H 0.179 -2.353 11.306 -0.21 -0.05 0.12 0.079
H -1.954 2.952 1.241 -0.22 -0.17 -0.04 0.076
H 0.730 2.187 -0.295 -0.39 -0.03 -1.59 0.112
H 7.586 6.380 -9.986 -0.15 0.09 0.16 0.089
H 4.108 -4.955 -4.981 0.19 -0.08 0.13 0.091
H -3.490 -3.309 11.810 0.06 0.00 0.22 0.088
H -7.978 -1.266 3.369 -0.13 -0.17 -0.06 0.094
H 5.827 7.462 -11.706 -0.10 0.06 0.20 0.090
H -3.669 -0.362 2.079 -0.10 0.01 -0.28 0.074
H -3.419 2.390 0.404 -0.09 -0.02 0.18 0.089
H 6.237 5.928 -8.891 0.10 0.22 -0.06 0.075
H 4.478 7.010 -10.612 0.16 0.17 0.00 0.055
H -4.008 -1.614 11.667 0.20 -0.14 0.08 0.085
H 1.145 3.472 -4.509 0.90 -1.45 0.86 0.203
H -0.331 -2.611 8.569 0.12 -0.13 -0.10 0.074
H -3.655 -3.053 6.746 0.16 0.26 -0.19 0.060
H -4.782 -2.845 5.388 0.16 0.17 0.10 0.070
H 0.688 -5.973 7.057 0.18 0.13 -0.08 0.087
H 1.049 -4.796 5.750 0.11 -0.11 0.18 0.085
H -3.782 -0.271 0.290 -0.16 0.07 0.22 0.086
H 4.271 -2.171 -2.364 0.07 -0.19 -0.07 0.075
H 5.415 -3.530 -2.391 -0.18 -0.16 0.02 0.094
H 3.097 2.383 -7.684 -1.06 1.98 1.46 0.130
H -2.531 -1.272 1.060 -0.17 0.19 0.07 0.090
H 0.609 0.275 -2.124 -0.69 2.33 -1.14 0.135
H 2.079 -0.713 -3.394 -0.07 2.10 -1.35 0.128
H 4.989 -3.966 -6.167 -0.01 -0.04 0.26 0.088
H 2.327 3.902 -9.359 -1.23 0.51 2.03 0.066
H -3.293 -1.876 5.440 0.13 -0.15 0.18 0.089
H 3.238 2.346 -3.084 -1.49 0.39 -2.45 0.150
H -3.170 -2.149 13.142 -0.01 -0.23 -0.04 0.088
H -7.991 -3.047 3.143 -0.14 0.18 -0.07 0.091
H 0.757 -3.986 8.865 0.19 0.05 -0.14 0.087
H 1.297 1.340 -6.623 0.09 2.10 1.24 0.150
H -3.586 -1.066 8.555 0.23 0.11 -0.13 0.069
H 4.337 0.475 -3.956 -1.69 0.70 -2.08 0.133
H 0.630 4.010 -8.422 2.35 0.39 0.08 0.065
```
Forces are in eV/Å.

Results
Net charge ... +1
Frontier orbital gap ... 7.59 eV
E ... -2567.702738 hartree
Molecular weight ... 724.8 Da